Entry 1:
Formula: C5H11N2
Source: the OMol25 dataset
Level of theory: ωB97M-V/def2-TZVPD

The value obtained for the frontier orbital gap (spin up / spin down) is 8.752 / 8.751 eV. As for the charge: +1.

```
18
Properties=species:S:1:pos:R:3:mulliken_charge:R:1
C 0.279 1.219 2.291 -0.549
C 1.442 0.339 2.124 -0.552
C 0.646 0.752 0.871 -0.004
C -1.094 -1.022 -2.434 -1.169
C -0.190 0.054 -2.067 0.106
N -0.741 -1.079 0.768 -0.749
N -0.126 -0.177 0.241 0.401
H -0.631 0.803 2.696 0.286
H 0.427 2.270 2.486 0.276
H 2.439 0.745 2.199 0.276
H 1.345 -0.699 2.408 0.288
H 1.087 1.470 0.194 0.434
H -0.998 -1.175 -3.518 0.367
H -0.798 -1.980 -1.998 0.370
H -2.140 -0.799 -2.230 0.347
H -0.548 1.067 -2.007 0.321
H 0.873 -0.096 -2.170 0.305
H -1.274 -1.692 0.145 0.245
```

Entry 2:
Formula: HOS3
Source: the OMol25 dataset
Level of theory: ωB97M-V/def2-TZVPD

The value obtained for the frontier orbital gap is 7.625 eV. As for the charge: -1.

```
5
Properties=species:S:1:pos:R:3:mulliken_charge:R:1
O -0.530 -1.098 -0.933 -0.523
S 0.017 -0.115 -0.073 0.340
S 0.275 1.839 -0.812 -0.492
S 1.543 -0.744 1.059 -0.438
H -1.304 0.118 0.759 0.113
```

Entry 3:
Formula: C5H8FN
Source: the OMol25 dataset
Level of theory: ωB97M-V/def2-TZVPD

The value obtained for the frontier orbital gap is 9.752 eV.

```
15
Properties=species:S:1:pos:R:3:mulliken_charge:R:1
F -1.301 -1.519 0.775 -0.345
C -0.003 -0.862 0.935 0.338
C 0.723 -1.032 -0.477 -1.059
C 0.866 0.385 -0.806 0.331
N 0.374 1.491 -1.585 -0.558
C -0.373 1.141 -0.312 -0.229
C -0.252 0.707 1.150 -0.840
H 0.476 -1.356 1.804 0.333
H 1.667 -1.535 -0.472 0.274
H 0.128 -1.574 -1.149 0.377
H 1.755 0.673 -0.209 0.213
H 1.046 2.285 -1.430 0.291
H -1.280 0.632 -0.686 0.241
H -1.128 0.933 1.710 0.350
H 0.668 1.138 1.615 0.285
```

Entry 4:
Formula: C24H14BiCl3N3O
Source: the OMol25 dataset
Level of theory: ωB97M-V/def2-TZVPD

The value obtained for the frontier orbital gap is 7.227 eV. As for the charge: +1.

```
46
Properties=species:S:1:pos:R:3:mulliken_charge:R:1
Bi 1.079 1.139 0.276 1.006
C 4.804 -1.698 0.148 -0.920
C 3.874 -0.704 -0.178 0.162
N 2.677 -0.648 0.369 -0.094
C 2.310 -1.576 1.295 0.535
C 3.203 -2.580 1.717 0.833
C 4.470 -2.624 1.098 -0.454
C 2.811 -3.474 2.740 -1.001
C 1.584 -3.323 3.317 -0.881
C 0.684 -2.328 2.886 -0.519
C 1.001 -1.476 1.854 0.019
N 0.177 -0.473 1.341 -0.274
C -1.222 -0.539 1.347 0.085
C -1.978 -1.672 1.535 -0.572
C -3.388 -1.620 1.538 -0.993
C -4.062 -0.450 1.346 -0.981
C -3.327 0.726 1.080 1.451
C -3.929 1.967 0.785 -0.624
C -3.160 3.050 0.458 -0.627
C -1.770 2.893 0.412 -0.163
N -1.181 1.755 0.715 -0.416
C -1.920 0.670 1.061 0.254
H 5.766 -1.704 -0.343 0.409
H 4.118 0.059 -0.906 0.224
H 5.173 -3.393 1.391 0.452
H 3.496 -4.246 3.063 0.414
H 1.282 -3.977 4.124 0.397
H -0.267 -2.235 3.389 0.776
H -1.500 -2.630 1.669 0.753
H -3.935 -2.539 1.702 0.408
H -5.143 -0.411 1.367 0.433
H -5.009 2.043 0.805 0.461
H -3.597 4.008 0.217 0.425
H -1.131 3.719 0.118 0.400
Cl -0.748 3.888 -6.094 -0.191
C -0.424 2.864 -4.741 0.448
C 0.872 2.751 -4.268 -0.920
C 1.102 1.921 -3.186 1.030
Cl 2.726 1.757 -2.582 -0.240
C 0.092 1.203 -2.545 -0.538
O 0.333 0.373 -1.514 -0.733
C -1.200 1.353 -3.061 0.791
Cl -2.494 0.472 -2.331 -0.121
C -1.463 2.167 -4.149 -0.831
H 1.684 3.289 -4.734 0.460
H -2.470 2.251 -4.529 0.467
```

Entry 5:
Formula: C4H11NO2S
Source: the OMol25 dataset
Level of theory: ωB97M-V/def2-TZVPD

The value obtained for the frontier orbital gap is 9.895 eV.

```
19
Properties=species:S:1:pos:R:3:mulliken_charge:R:1
C -2.559 0.534 -0.341 -0.417
C 2.445 1.390 -0.211 -0.888
C 0.315 -2.285 -0.404 -0.577
C -2.587 1.005 0.858 -0.461
N 1.525 0.305 -0.476 -0.381
O 0.916 -0.479 1.839 -0.613
O -0.409 -1.109 -0.255 -0.261
S 0.253 0.100 0.709 0.715
H 1.140 0.516 -1.343 0.275
H -3.190 -0.288 -0.528 0.246
H -1.661 0.722 -1.029 0.223
H 1.965 2.362 -0.413 0.293
H 3.271 1.108 -0.790 0.351
H 2.803 1.297 0.882 0.300
H -0.535 -3.057 -0.716 0.189
H 0.800 -2.609 0.660 0.263
H 1.061 -2.152 -1.172 0.271
H -3.383 0.644 1.565 0.198
H -2.171 1.994 1.163 0.273
```

Energy relative to the best compared isomer or geometry (same formula, charge and spin) / kJ/mol: 412.20 70.73 353.43 0.00 405.64